[1]
{"formula": "C3H8N2O", "method": "ωB97M-V/def2-TZVPD", "lumo_ha": 0.0341, "total_charge": 0, "orbital_gap_ev": 10.22, "e_tot_ev": -8267.5602, "species": ["N", "H", "N", "H", "C", "H", "H", "H", "H", "C", "H", "H", "O", "C"], "xyz": [[-0.1025, -0.2715, -1.8080], [2.1011, 1.3191, -1.7494], [1.6762, 1.0571, -0.8740], [2.0497, 1.6114, -0.0675], [0.4704, 0.3661, -0.8525], [-1.3352, 0.0582, 2.8456], [-0.7425, -1.4932, 0.0541], [0.4713, -0.3606, -2.7696], [0.0642, -1.2286, 2.4380], [-1.0367, -0.5461, 0.6465], [-1.6545, -1.8299, 2.4164], [-1.9969, -0.1378, 0.2758], [-0.0464, 0.3563, 0.3959], [-1.0340, -0.8680, 2.2332]]}

[2]
{"formula": "C8H11N", "method": "ωB97M-V/def2-TZVPD", "lumo_ha": 0.0274, "total_charge": 0, "orbital_gap_ev": 10.83, "e_tot_ev": -9961.6302, "species": ["H", "H", "C", "C", "C", "H", "H", "N", "C", "C", "C", "H", "C", "H", "C", "H", "H", "H", "H", "H"], "xyz": [[-0.7875, -1.1944, -1.6898], [-0.7164, 0.5616, -1.8964], [0.6438, 0.2827, 0.4764], [-1.2043, -1.5013, 0.8560], [-0.8290, -0.1307, 0.1824], [1.1214, -0.9877, 2.2235], [2.4489, -0.2307, -1.5450], [-2.1128, 1.8895, 1.1473], [-1.2453, -0.1946, -1.3126], [2.0936, 0.8619, -1.3524], [1.3273, -0.1015, 1.5564], [-0.5242, -2.3338, 0.9529], [1.2270, 1.2588, -0.4057], [-2.3016, -0.2353, -1.5808], [-1.5862, 0.9128, 0.8674], [1.1023, 2.4176, -0.3625], [-2.1330, -1.7917, 0.4963], [2.6044, 1.5458, -1.9581], [-1.4317, -1.3248, 1.8499], [2.3035, 0.2960, 1.4946]]}

[3]
{"formula": "C11H17N7O4", "method": "ωB97M-V/def2-TZVPD", "lumo_ha": -0.0771, "total_charge": 0, "orbital_gap_ev": 7.55, "e_tot_ev": -30295.3179, "species": ["H", "H", "H", "N", "C", "C", "H", "O", "C", "H", "C", "O", "C", "H", "C", "H", "C", "H", "N", "N", "O", "H", "N", "C", "H", "H", "N", "H", "H", "C", "O", "H", "C", "N", "H", "N", "C", "H", "H"], "xyz": [[0.9976, -0.5187, -3.1438], [1.7718, -6.3728, 3.0202], [2.0944, -4.5802, -0.2971], [-1.3508, -2.4168, 2.7318], [1.9707, -4.5723, 1.8499], [1.5639, -4.0168, 0.4946], [2.2055, -0.1595, -0.8656], [-1.5023, 3.3913, 3.4234], [1.7833, -2.2819, -1.1356], [0.6928, 2.3080, 3.2574], [2.4428, -0.9810, -1.5498], [-3.2051, 2.0334, 3.2505], [1.4476, -5.9920, 2.0497], [1.3131, -1.9204, 2.3241], [2.0803, -0.5904, -2.9822], [0.5046, -4.2219, 0.2772], [0.7053, -1.0575, 2.6109], [3.0682, -4.5564, 1.8572], [-2.7518, -0.7902, 3.3063], [-0.6436, -1.2459, 2.7755], [3.4093, -0.4332, 2.7739], [3.5204, -1.1601, -1.4662], [1.8108, -2.5794, 0.3172], [1.1689, 0.2397, 2.8300], [0.3547, -6.0446, 2.0094], [0.7378, -2.3464, -1.4851], [-1.9840, 2.2425, 3.2871], [2.2746, -3.1193, -1.6716], [1.6438, -3.9201, 2.6663], [-1.5641, -0.2253, 3.0806], [2.9378, 1.7028, 3.0106], [2.7320, -2.3385, 0.6932], [-1.0741, 1.1268, 3.1527], [2.5796, 0.5028, 2.8822], [1.8425, -6.6528, 1.2724], [-2.5882, -2.1164, 3.0674], [0.2932, 1.3242, 3.0719], [2.5185, 0.3824, -3.2263], [2.4705, -1.3242, -3.6973]]}

[4]
{"formula": "C12H28NO6S3", "method": "ωB97M-V/def2-TZVPD", "lumo_ha": -0.1101, "total_charge": 1, "orbital_gap_ev": 10.22, "e_tot_ev": -59167.0220, "species": ["H", "H", "S", "O", "C", "C", "S", "C", "H", "C", "H", "C", "N", "H", "H", "C", "H", "O", "C", "C", "C", "H", "H", "H", "H", "H", "O", "C", "H", "H", "H", "H", "H", "O", "H", "H", "H", "H", "C", "C", "H", "H", "O", "S", "H", "H", "H", "H", "O", "H"], "xyz": [[37.7880, 34.6500, 9.4770], [40.5000, 37.4040, 10.2770], [33.9430, 37.0200, 6.7680], [32.9600, 36.3250, 6.0190], [32.6710, 35.8980, 12.8650], [39.6470, 35.8410, 11.4330], [34.4170, 35.7840, 12.7380], [35.4550, 38.9850, 6.0280], [34.8210, 34.1170, 11.1940], [32.1200, 34.5750, 12.2270], [31.1660, 34.3260, 12.7480], [37.6460, 35.3740, 10.0990], [35.0000, 39.3620, 10.1390], [35.3880, 39.8920, 5.3660], [35.9280, 39.4980, 7.0430], [34.0230, 38.7100, 6.4160], [33.2000, 38.6950, 5.5360], [34.0000, 36.8370, 8.1950], [39.5270, 37.2020, 10.6270], [38.3140, 35.2210, 11.5000], [35.5070, 36.5090, 6.0540], [36.0460, 36.4260, 6.8760], [36.4580, 35.6500, 10.1200], [40.0710, 36.0680, 12.4660], [33.7310, 39.3210, 7.3720], [35.7280, 39.4250, 10.6890], [34.9860, 36.0000, 14.0460], [34.5080, 34.1380, 12.1750], [34.2160, 39.8610, 10.2880], [32.3110, 36.5520, 12.1470], [33.2990, 33.2890, 13.4370], [35.4030, 39.8000, 9.2960], [31.6650, 34.8170, 11.1720], [37.2880, 37.9820, 9.3960], [37.0410, 37.9290, 5.2110], [32.8800, 32.6090, 11.8520], [38.3390, 34.1720, 11.8710], [35.6500, 35.5990, 5.6600], [36.0410, 37.7700, 5.4120], [33.1470, 33.4540, 12.3720], [39.1720, 37.8210, 11.4690], [37.8340, 35.7980, 12.3620], [34.9850, 36.7040, 11.7070], [38.3120, 36.8630, 9.3630], [40.2620, 35.2620, 10.8690], [35.6390, 37.7770, 4.3050], [32.2600, 35.9190, 13.7800], [35.2570, 33.6560, 12.6510], [38.9340, 36.4870, 8.1440], [34.7770, 38.3930, 9.7450]]}

[5]
{"formula": "C3H7NO2S", "method": "ωB97M-V/def2-TZVPD", "lumo_ha": -0.0013, "total_charge": 0, "orbital_gap_ev": 9.20, "e_tot_ev": -19640.7349, "species": ["C", "O", "H", "S", "N", "H", "H", "H", "H", "O", "H", "C", "C", "H"], "xyz": [[0.9626, 1.8649, -0.1238], [-2.6221, 0.1927, -0.8637], [-0.0998, -0.0463, 1.0416], [0.6492, 0.3768, -1.1317], [-1.7973, 0.5352, -0.0562], [1.3229, 2.5868, -0.8685], [1.6636, 1.5187, 0.5602], [-1.6446, -1.8181, -1.2013], [-0.0209, -2.3496, -0.4917], [-1.7417, 1.5654, 0.5694], [0.1339, 2.2267, 0.4784], [-1.0229, -1.7703, -0.2736], [-0.6371, -0.3256, 0.1958], [-1.3588, -2.1678, 0.6189]]}

[6]
{"formula": "C30H35N7OS5SiZr", "method": "ωB97M-V/def2-TZVPD", "lumo_ha": -0.0249, "total_charge": 0, "orbital_gap_ev": 6.36, "e_tot_ev": -107496.5431, "species": ["S", "H", "N", "C", "H", "S", "H", "Si", "H", "C", "H", "H", "S", "H", "C", "O", "C", "H", "C", "C", "C", "C", "C", "H", "C", "H", "H", "H", "C", "H", "C", "H", "N", "C", "C", "C", "H", "N", "C", "N", "H", "C", "H", "C", "C", "C", "H", "C", "Zr", "C", "H", "H", "H", "H", "S", "H", "C", "N", "H", "H", "H", "C", "H", "N", "C", "C", "S", "C", "H", "H", "H", "C", "N", "H", "H", "H", "C", "C", "H", "H"], "xyz": [[-0.8769, 2.0395, -2.1202], [3.3801, 3.1607, -5.2837], [1.3344, -0.4040, 1.0734], [2.6123, 2.4288, -5.5366], [2.5092, 0.7801, 4.9678], [-2.7585, 2.0910, -4.4623], [2.8406, 2.0138, -6.5186], [-0.3618, 4.0109, 2.4059], [4.7230, 2.3954, -3.8078], [-2.5543, -0.0799, 3.8583], [4.8888, 0.2014, 5.4648], [2.0800, 3.5564, 2.4223], [1.9585, 2.0799, -0.5533], [4.2391, -2.3585, -2.1817], [2.4563, -1.4642, -1.4415], [-4.6052, 0.9056, -5.9282], [2.7261, -2.2815, -3.7025], [1.6495, 4.8501, 3.5497], [2.5244, 1.3153, -4.5046], [-0.9398, 1.0297, 2.3590], [5.2527, -0.6775, 3.5441], [3.2357, -2.0675, -2.4552], [1.3041, 0.1682, 2.3885], [1.6608, 2.9563, -5.6054], [0.7010, -1.2921, -2.9574], [1.3487, 3.1524, 3.9758], [6.7592, 0.9423, -3.9968], [-1.3951, 5.6698, 3.8977], [-2.6244, 0.0346, -2.7927], [-1.3169, 5.3039, 0.5091], [-2.1267, 1.2489, -3.0628], [5.3421, -1.5009, 1.5436], [-1.2919, -0.0031, 1.3877], [4.4599, -0.0394, 4.5006], [1.4160, -1.8754, -3.9670], [3.1363, 0.2880, 4.2365], [6.4223, 0.2561, -2.4042], [2.1275, 1.8030, -3.1874], [2.5912, -0.8409, 0.8347], [0.3923, 0.8222, 2.9640], [-1.9157, 2.5319, 1.1818], [5.9645, 0.6897, -3.2943], [5.8332, 2.6812, -2.4954], [-3.8961, 0.8226, -4.9648], [-2.4264, -1.2798, 3.0628], [-1.5888, 4.6156, 3.6840], [-2.6171, 4.5328, 3.3260], [2.7943, 1.8220, -2.0463], [-0.1725, 0.2754, -0.3537], [5.1682, 1.9331, -2.9318], [-1.8345, -2.0129, 1.1678], [3.3270, -2.7561, -4.4684], [0.3655, 4.8762, 0.1952], [1.1240, 1.9512, -3.0634], [-2.1781, -0.9804, -1.4444], [1.7604, 0.5964, -4.8069], [2.6393, -0.0435, 2.9904], [1.1742, -1.0946, -1.6989], [-1.5121, 4.0711, 4.6263], [-0.2349, 2.3735, 0.7380], [3.4528, 0.7564, -4.4196], [-0.9204, 2.3749, 1.6078], [-2.8766, -2.2111, 3.3710], [3.1149, -1.3151, -0.2566], [3.4230, -0.6728, 2.0438], [1.3404, 3.8763, 3.1608], [-3.8598, -0.5781, -3.8769], [4.7425, -1.0044, 2.2950], [6.2794, -0.9204, 3.7858], [4.4224, 1.5740, -0.9898], [-0.3181, -0.9747, -3.1239], [-0.3304, 5.2098, 0.9689], [4.1206, 1.6688, -1.9487], [-3.2037, -0.0831, 4.7253], [0.9550, -2.0142, -4.9343], [-2.0252, 1.9582, 4.0662], [-1.8382, -1.1744, 1.8569], [-1.9174, 1.0392, 3.5067], [5.3299, -0.0735, -3.7443], [-0.0181, 6.2031, 1.2990]]}

Energy above the lowest of the compared OMol25 structures with the same formula, charge and spin list, top to bottom, in kcal/mol: 40.7; 34.4; 235.1; 13.3; 112.3; 11.5